Record 1
20
Properties=species:S:1:pos:R:3:nbo_charge:R:1 method="wB97M-V/def2-TZVPD" energy_ev=-11433.223 largest_force_ev_per_a=3.825 orbital_gap_ev=7.83 e_lumo_ev=0.792 molar_mass_g_mol=134.18 relative_energy_kcal_mol=104.46
C -0.532 -2.064 -1.173 -0.497
C 0.557 -1.654 -0.671 0.118
C 1.775 -1.349 -0.329 -0.350
C 2.231 -0.172 0.500 -0.209
C 1.374 0.584 1.132 -0.183
C -0.116 0.465 1.367 -0.466
C -0.897 0.991 0.200 -0.010
N -0.093 1.596 -0.792 -0.838
C -2.188 1.212 0.185 0.311
N -3.403 1.157 0.232 -0.620
H -1.010 -2.910 -0.588 0.228
H -0.978 -1.631 -2.046 0.232
H 2.481 -1.993 -0.880 0.236
H 3.248 0.076 0.148 0.225
H 1.739 1.471 1.597 0.208
H -0.468 -0.651 1.369 0.249
H -0.354 1.122 2.260 0.245
H -0.389 1.982 -1.612 0.382
H 0.885 1.380 -0.711 0.389
H -3.863 0.389 -0.188 0.350

Record 2
21
Properties=species:S:1:pos:R:3:nbo_charge:R:1 method="wB97M-V/def2-TZVPD" energy_ev=-13478.222 largest_force_ev_per_a=7.496 orbital_gap_ev=10.09 e_lumo_ev=0.526 molar_mass_g_mol=150.18 relative_energy_kcal_mol=187.04
C -0.307 2.198 -0.174 -0.600
C 0.639 0.928 -0.041 0.004
C 2.081 1.187 -0.109 -0.226
C 2.895 0.203 0.186 -0.162
C 2.464 -1.183 0.125 -0.222
C 1.176 -1.403 -0.020 -0.191
C 0.273 -0.322 -0.053 -0.126
C -1.253 -0.930 -0.118 0.413
H -0.898 2.243 0.668 0.212
H -1.054 2.412 -1.038 0.242
H 0.492 3.342 -0.390 0.186
H 2.412 2.105 0.100 0.213
H 4.151 0.456 0.115 0.212
H 3.422 -2.001 0.117 0.230
H 0.889 -2.637 -0.138 0.223
H -0.793 -2.647 0.409 0.340
H -3.033 -0.654 -0.650 0.353
H -2.772 1.473 0.189 0.478
N -1.762 -2.111 -0.097 -0.616
N -2.339 0.102 -0.457 -0.399
O -2.739 0.738 0.714 -0.565

Record 3
21
Properties=species:S:1:pos:R:3:nbo_charge:R:1 method="wB97M-V/def2-TZVPD" energy_ev=-13481.717 largest_force_ev_per_a=4.748 orbital_gap_ev=7.56 e_lumo_ev=-0.331 molar_mass_g_mol=150.18 relative_energy_kcal_mol=106.43 smiles="CN(C)c1ccc(N=O)cc1"
C 1.853 -1.510 -1.127 -0.404
N 1.226 -0.966 0.090 -0.419
C 1.646 -1.555 1.309 -0.406
C 0.072 -0.186 0.095 0.234
C -0.407 0.630 1.272 -0.266
C -1.420 1.591 1.040 -0.179
C -1.797 1.848 -0.354 -0.017
N -2.756 2.953 -0.566 0.130
O -3.665 2.935 0.310 -0.307
C -1.497 0.924 -1.409 -0.166
C -0.574 -0.039 -1.130 -0.308
H 2.853 -1.755 -0.893 0.212
H 1.745 -0.572 -1.752 0.214
H 1.302 -2.293 -1.631 0.193
H 2.672 -1.336 1.700 0.195
H 1.572 -2.693 1.292 0.187
H 0.950 -1.235 2.122 0.208
H 0.151 0.474 2.157 0.214
H -1.826 2.157 1.883 0.240
H -1.723 1.247 -2.394 0.227
H -0.376 -0.617 -2.015 0.218

What did the third record say?
21
Properties=species:S:1:pos:R:3:nbo_charge:R:1 method="wB97M-V/def2-TZVPD" energy_ev=-13481.717 largest_force_ev_per_a=4.748 orbital_gap_ev=7.56 e_lumo_ev=-0.331 molar_mass_g_mol=150.18 relative_energy_kcal_mol=106.43 smiles="CN(C)c1ccc(N=O)cc1"
C 1.853 -1.510 -1.127 -0.404
N 1.226 -0.966 0.090 -0.419
C 1.646 -1.555 1.309 -0.406
C 0.072 -0.186 0.095 0.234
C -0.407 0.630 1.272 -0.266
C -1.420 1.591 1.040 -0.179
C -1.797 1.848 -0.354 -0.017
N -2.756 2.953 -0.566 0.130
O -3.665 2.935 0.310 -0.307
C -1.497 0.924 -1.409 -0.166
C -0.574 -0.039 -1.130 -0.308
H 2.853 -1.755 -0.893 0.212
H 1.745 -0.572 -1.752 0.214
H 1.302 -2.293 -1.631 0.193
H 2.672 -1.336 1.700 0.195
H 1.572 -2.693 1.292 0.187
H 0.950 -1.235 2.122 0.208
H 0.151 0.474 2.157 0.214
H -1.826 2.157 1.883 0.240
H -1.723 1.247 -2.394 0.227
H -0.376 -0.617 -2.015 0.218